No. 1
The following is a DFT calculation (ωB97M-V/def2-TZVPD) of 2 unconnected molecules or ions with the total composition C10H10FN in a non-equilibrium geometry.

Cartesian coordinates (Å):
C (2.155, -2.743, -0.079)
C (1.983, -1.545, -0.051)
C (-2.454, -0.907, -1.173)
C (-3.113, -0.273, -0.104)
C (-1.106, -0.820, -1.197)
C (-2.440, 0.290, 0.932)
C (-0.485, -0.268, -0.073)
C (1.316, 2.118, 0.486)
C (1.964, 0.766, 0.886)
C (1.582, -0.247, -0.170)
N (-1.071, 0.278, 0.955)
F (1.733, 0.065, -1.529)
H (2.714, -3.654, 0.085)
H (-3.093, -1.355, -1.860)
H (-4.210, -0.224, -0.333)
H (-0.417, -1.218, -1.886)
H (-2.985, 0.915, 1.664)
H (0.420, 2.276, 0.946)
H (0.960, 2.117, -0.670)
H (1.915, 3.043, 0.560)
H (3.031, 0.990, 0.897)
H (1.601, 0.394, 1.713)

Output
E_tot, eV: -14734.6365
Energy above the lowest of the compared OMol25 structures with the same formula, charge and spin, kJ/mol: 386.4
LUMO, eV: 0.9
Spin multiplicity: 1
Orbital gap, eV: 9.76


No. 2
The following is a DFT calculation (ωB97M-V/def2-TZVPD) of a molecular structure, C10H10HfN4O4S3 in a non-equilibrium geometry.

Cartesian coordinates (Å):
Hf (0.776, 0.087, -1.383)
N (3.167, 0.069, -1.482)
C (4.023, -0.343, -0.357)
C (3.447, 0.275, 0.906)
N (2.036, -0.124, 0.964)
H (3.292, -0.527, -2.296)
H (3.399, 1.008, -1.790)
H (5.062, -0.046, -0.497)
H (3.980, -1.430, -0.277)
H (3.488, 1.365, 0.831)
H (4.026, -0.030, 1.779)
H (1.521, 0.464, 1.608)
H (1.946, -1.077, 1.298)
S (-0.255, 1.752, 0.084)
C (-1.565, 0.665, 0.597)
C (-2.655, 1.306, 1.188)
C (-3.735, 0.608, 1.702)
C (-4.822, 1.312, 2.307)
N (-5.698, 1.880, 2.787)
C (-3.739, -0.792, 1.621)
C (-2.672, -1.438, 1.019)
C (-1.580, -0.745, 0.495)
S (-0.310, -1.768, -0.207)
C (-4.817, -1.568, 2.151)
N (-5.667, -2.215, 2.573)
H (-2.639, 2.385, 1.250)
H (-2.678, -2.517, 0.950)
O (0.323, 0.442, -5.101)
S (0.509, 0.304, -3.713)
O (-0.706, 0.227, -2.811)
O (1.258, -0.917, -3.208)
O (1.284, 1.388, -2.986)

Output
E_tot, eV: -58498.5374
LUMO, eV: -0.7
Spin multiplicity: 1
Orbital gap, eV: 7.96


No. 3
The following is a DFT calculation (ωB97M-V/def2-TZVPD) of a gas-phase ion, C10H10N (charge +1) in a non-equilibrium geometry.

Cartesian coordinates (Å):
C (-0.267, -0.790, -2.666)
C (-0.508, 0.626, -2.558)
C (-0.169, -1.575, -1.540)
C (-0.471, 1.226, -1.271)
C (-0.313, -1.097, -0.194)
C (-0.317, 0.384, -0.097)
C (0.282, -1.583, 0.991)
C (0.819, -2.479, 2.064)
C (-0.278, 1.088, 1.153)
C (0.100, 2.424, 1.303)
N (0.908, -0.999, 1.942)
H (-0.080, -1.271, -3.612)
H (-0.667, 1.358, -3.418)
H (-0.119, -2.662, -1.591)
H (-0.688, 2.304, -1.213)
H (-0.018, -2.945, 2.656)
H (1.740, -3.016, 2.211)
H (-0.918, 0.652, 1.911)
H (1.118, 2.324, 1.871)
H (-0.532, 3.135, 1.777)
H (0.380, 2.897, 0.282)

Output
E_tot, eV: -12010.7278
Energy above the lowest of the compared OMol25 structures with the same formula, charge and spin, kJ/mol: 555.5
Charge: +1
LUMO (spin up / spin down), eV: -6.1 / -6.1
Spin multiplicity: 1
Orbital gap (spin up / spin down), eV: 7.35 / 7.35


No. 4
The following is a DFT calculation (ωB97M-V/def2-TZVPD) of 2 unconnected molecules or ions with the total composition C10H10N2 in a non-equilibrium geometry.

Cartesian coordinates (Å):
C (3.818, -0.523, -1.563)
C (3.085, 0.068, -0.523)
C (1.761, 0.023, -0.465)
N (1.027, -0.634, -1.419)
C (1.756, -1.221, -2.331)
C (3.062, -1.185, -2.445)
H (4.855, -0.454, -1.599)
H (3.732, 0.625, 0.137)
H (1.117, 0.559, 0.127)
H (1.044, -1.604, -3.220)
H (3.507, -1.887, -3.210)
C (-3.750, 0.518, 1.420)
C (-3.308, 1.252, 2.458)
C (-1.892, 1.327, 2.482)
N (-0.991, 0.994, 1.512)
C (-1.529, 0.143, 0.547)
C (-2.893, -0.212, 0.606)
H (-4.790, 0.078, 1.264)
H (-3.847, 1.849, 3.128)
H (-1.458, 1.603, 3.385)
H (-0.978, -0.537, -0.132)
H (-3.327, -0.784, -0.160)

Output
E_tot, eV: -13509.6582
Energy above the lowest of the compared OMol25 structures with the same formula, charge and spin, kJ/mol: 331.6
LUMO, eV: 0.9
SMILES string: c1ccncc1.c1ccncc1
Spin multiplicity: 1
Orbital gap, eV: 10.19


No. 5
The following is a DFT calculation (ωB97M-V/def2-TZVPD) of C10H10N2 in the gas phase in a non-equilibrium geometry.

Cartesian coordinates (Å):
C (-1.498, -1.933, -0.938)
N (-1.311, -1.390, 0.335)
C (-1.836, -1.820, 1.537)
C (-1.377, -1.070, 2.568)
N (-0.486, -0.234, 2.014)
C (-0.369, -0.355, 0.778)
C (0.363, 0.467, -0.180)
C (1.564, 0.922, 0.352)
C (2.459, 1.739, -0.447)
C (2.112, 1.985, -1.792)
C (0.849, 1.574, -2.338)
C (0.005, 0.763, -1.517)
H (-0.463, -1.909, -1.596)
H (-2.320, -1.458, -1.249)
H (-1.816, -3.036, -0.780)
H (-2.689, -2.380, 1.465)
H (-1.670, -1.262, 3.616)
H (1.873, 0.675, 1.485)
H (3.277, 2.131, 0.159)
H (2.866, 2.624, -2.324)
H (0.803, 1.786, -3.495)
H (-0.917, 0.558, -1.860)

Output
E_tot, eV: -13509.9894
Energy above the lowest of the compared OMol25 structures with the same formula, charge and spin, kJ/mol: 299.7
LUMO, eV: 0.8
SMILES string: Cn1ccnc1-c1ccccc1
Spin multiplicity: 1
Orbital gap, eV: 9.00


No. 6
The following is a DFT calculation (ωB97M-V/def2-TZVPD) of a molecular structure, C10H10N4O in a non-equilibrium geometry.

Cartesian coordinates (Å):
N (2.760, -1.889, 4.745)
C (2.104, -1.990, 3.792)
N (-1.299, -0.271, -0.919)
O (0.522, 0.777, 0.072)
C (-0.374, -0.199, 0.088)
C (-0.783, 2.198, -3.654)
C (0.269, 2.888, -3.024)
C (-1.348, 1.103, -2.974)
C (0.783, 2.479, -1.753)
C (-0.827, 0.722, -1.787)
C (0.225, 1.296, -1.162)
N (-1.387, -2.168, 1.174)
N (-0.523, -0.992, 1.276)
C (1.284, -2.061, 2.605)
C (0.338, -0.966, 2.478)
H (-1.211, 2.553, -4.570)
H (0.544, 3.843, -3.520)
H (-2.058, 0.460, -3.404)
H (1.645, 3.004, -1.168)
H (-2.408, -1.946, 1.298)
H (-1.302, -2.628, 0.279)
H (0.710, -3.009, 2.589)
H (1.752, -2.150, 1.678)
H (0.864, -0.032, 2.493)
H (-0.281, -1.024, 3.370)

Output
E_tot, eV: -18537.6658
Energy above the lowest of the compared OMol25 structures with the same formula, charge and spin, kJ/mol: 294.3
LUMO, eV: 0.6
Spin multiplicity: 1
Orbital gap, eV: 8.94